Record 1
The following is a DFT calculation (the ωB97M-V functional and the def2-TZVPD basis) of a cluster of 2 separate species, C5H8N2O in total in a non-equilibrium geometry.

Each line ends with the Löwdin charge.
Atoms and positions in Å:
1 C -2.205090 -0.555255 -0.136916  -0.1587
2 C -0.914428 0.048935 -0.686966  -0.2315
3 C -0.176981 1.176164 0.068643  -0.3819
4 C 1.859051 0.949852 -0.206941  -0.2293
5 C 0.191373 -0.146314 0.537849  -0.1843
6 H -3.302196 0.362957 0.072417  0.1611
7 H -1.960021 -0.935785 1.117800  0.1076
8 H -2.323642 -1.565065 -1.001739  0.1452
9 H -0.746667 -0.273480 -1.687493  0.1002
10 H -0.904267 1.810814 0.727816  0.1816
11 H 3.066953 1.042782 -0.227684  0.1904
12 H 2.933810 -1.615981 0.406474  0.1615
13 H -0.402725 -0.683475 1.410224  0.1366
14 N 0.902324 1.780736 -0.325344  0.1182
15 N 1.578717 -0.167794 0.362398  -0.0699
16 O 2.403785 -1.229084 -0.430532  -0.0469

Cartesian forces (eV/Å) of the 2 atoms listed first:
-1.6 -0.4 1.3
0.8 -0.2 2.6

Total charge: 0
ΔE to the lowest compared entry with this formula, charge and spin in eV: 8.8959
Total energy in eV: -10333.8302
Orbital gap in Eh: 0.3206
LUMO level in eV: 0.304



Record 2
The following is a DFT calculation (the ωB97M-V functional and the def2-TZVPD basis) of an isolated molecule of C5H8N2O in a non-equilibrium geometry.

Each line ends with the Löwdin charge.
Atoms and positions in Å:
1 C 1.130407 -1.628982 0.544332  -0.0507
2 C 1.062441 0.827124 -0.016504  -0.1020
3 C -0.089652 1.782020 -0.274230  -0.1985
4 C -1.304784 0.970270 -0.392676  -0.1874
5 C -0.937534 -0.465126 -0.128115  -0.3548
6 H 0.382158 -2.468589 0.510217  0.0873
7 H 1.897736 -1.835507 -0.229254  0.0892
8 H 1.586322 -1.503929 1.554895  0.0953
9 H 1.749199 0.786590 -0.902244  0.1389
10 H 1.655386 1.077832 0.860338  0.1249
11 H 0.011127 2.695436 -0.876730  0.1520
12 H -2.144577 1.250880 -1.044132  0.1562
13 H -2.631553 -1.324008 -0.335989  0.0346
14 N 0.407876 -0.444381 0.161451  -0.1451
15 N -1.663500 -1.514177 -0.155875  0.1314
16 O -1.111052 1.794547 0.724518  0.0289

Cartesian forces (eV/Å) of the 2 atoms listed first:
-0.4 -0.6 -0.2
0.1 0.0 -0.6

Total charge: 0
ΔE to the lowest compared entry with this formula, charge and spin in eV: 1.7744
Total energy in eV: -10340.9517
Orbital gap in Eh: 0.3522
SMILES: [H]/N=C1\[C@H]2O[C@H]2CN1C
LUMO level in eV: 0.941



Q: What is the formula in the first record?
A: C5H8N2O



Q: What is the orbital gap in the first record?
A: 0.3206 Eh



Q: Which of these has the lowest total energy?
A: number 2